[1]
C3H10IN2O2 | wB97M-V/def2-TZVPD

Last column: Mulliken charge in e.
Cartesian coordinates (Å):
H -0.063 -2.577 -0.662  0.06
N -0.890 -2.933 -1.120  -0.27
O 1.260 1.148 2.717  -0.44
H -0.575 1.118 1.776  0.22
H -0.386 2.394 2.901  0.29
H 1.470 3.335 1.371  0.25
H 1.573 0.467 2.094  0.12
N -0.560 -1.249 -2.600  -0.33
H -0.753 -0.820 -3.483  0.19
C 0.626 2.737 1.015  -0.87
H -0.170 3.408 0.684  0.31
O -2.360 -2.631 -2.845  -0.68
C 0.177 1.830 2.153  -0.24
H -1.421 -3.618 -0.619  0.17
I 2.265 -1.571 0.648  -0.77
C -1.340 -2.325 -2.245  0.59
H 1.021 2.161 0.177  0.23
H 0.125 -0.875 -1.963  0.16

Values from the calculation:
charge	-1
LUMO	3.54	eV
energy above the lowest of the compared OMol25 structures with the same formula, charge and spin	0.0	kJ/mol
orbital gap	7.99	eV

[2]
C3H7NOS | wB97M-V/def2-TZVPD

Last column: Mulliken charge in e.
Cartesian coordinates (Å):
C 0.606 -0.806 -1.832  -1.23
H 0.583 0.458 2.483  0.39
N -1.492 -0.947 -0.422  0.07
H -1.021 1.092 2.007  0.33
S 0.493 1.174 0.152  -0.06
H 0.529 -1.092 0.504  0.30
H 1.533 -0.408 -2.058  0.40
H 0.069 -0.073 -2.583  0.29
O -2.199 -0.107 -0.053  -0.25
C -0.006 1.103 1.930  -1.06
H 0.287 -1.800 -2.145  0.36
C 0.209 -0.545 -0.409  0.08
H 0.409 1.951 2.427  0.38

Values from the calculation:
SMILES	CS[C@H](C)N=O
LUMO	0.40	eV
energy above the lowest of the compared OMol25 structures with the same formula, charge and spin	420.3	kJ/mol
orbital gap	8.62	eV

[3]
C25H34AsBClN9O4Si2Ta | wB97M-V/def2-TZVPD

Last column: Mulliken charge in e.
Cartesian coordinates (Å):
C 2.276 2.929 0.399  -0.04
H -3.160 6.763 -4.221  0.44
N 0.462 3.298 -0.719  0.28
H -2.464 -4.102 1.404  0.31
C 2.091 -3.384 -1.923  -1.29
C -4.282 2.234 -1.163  -0.14
C -2.806 6.034 -3.507  -0.56
H -4.750 2.811 -1.919  0.56
N -0.859 1.908 -2.608  0.63
N -2.573 1.235 -0.172  -0.21
H 3.284 4.765 -0.205  0.47
H 2.931 2.351 1.023  0.65
C 1.196 4.408 -0.882  -0.01
N -2.188 4.189 -2.471  0.57
O 2.968 0.235 3.105  -0.44
H 0.807 -3.635 4.049  0.41
Ta -0.493 1.112 0.486  1.37
H 0.601 -0.884 -2.419  0.31
N 7.091 0.819 1.152  -0.42
H 2.300 -0.750 -0.877  0.62
C 4.715 -0.132 1.373  0.27
H 0.529 0.166 -4.947  0.46
O -1.372 2.199 1.623  -0.56
H -0.653 2.548 -4.648  0.50
C -0.480 1.788 -3.882  0.16
H -0.886 -4.888 1.706  0.23
C -3.685 0.860 0.453  0.12
H -0.501 -3.362 5.048  0.46
H -3.681 0.197 1.311  0.23
H -5.831 1.234 0.079  0.49
H 2.431 -4.333 -2.310  0.45
N 1.084 2.393 0.072  0.03
C 1.808 -5.102 0.559  -1.24
C -4.803 1.427 -0.162  -1.39
H -1.514 -4.676 -0.518  0.32
H 2.953 -2.832 -1.562  0.37
H -3.175 -1.320 2.382  0.03
C 6.032 0.388 1.283  -0.26
H 2.255 -1.719 3.251  0.43
As 0.093 -1.649 0.841  0.49
H 1.984 -5.945 -0.115  0.40
C 1.987 -1.018 1.177  0.37
C 0.132 0.003 -2.762  -0.28
H -2.655 -0.969 3.985  0.46
H -1.005 -4.074 -2.065  0.38
H -2.104 -4.836 2.969  0.43
N -2.924 2.102 -1.156  0.42
H -2.825 3.989 -4.498  0.48
H 2.743 -4.701 0.967  0.35
C -2.515 6.254 -2.146  -0.50
H 1.258 -5.509 1.382  0.40
O 0.235 0.694 2.495  -0.63
C 2.617 -1.016 2.532  -0.22
H 1.654 -2.833 -2.755  0.37
N -2.142 5.159 -1.538  -0.76
H -3.277 -2.589 3.597  0.42
C -0.667 -4.621 -1.202  -1.10
C -2.604 4.682 -3.695  -0.52
H 4.592 0.057 -0.723  0.51
C -2.672 -1.754 3.252  -0.90
Si -1.063 -2.606 2.773  0.51
Cl -1.317 0.997 3.300  0.19
C 4.054 -0.558 2.632  -0.56
H 4.747 -0.937 3.372  0.65
C 2.712 -0.665 0.109  -0.33
H 0.832 5.232 -1.437  0.64
C 4.061 -0.220 0.191  -0.91
H 0.558 -2.025 4.645  0.44
C 2.394 4.156 -0.212  -1.56
H -0.348 -5.660 -1.458  0.34
Si 0.848 -3.716 -0.461  0.87
O -0.863 3.070 -0.613  -0.21
H -2.508 7.209 -1.668  0.47
N -0.412 0.840 -1.869  -0.17
B -1.782 2.894 -1.856  0.56
C 0.073 -2.902 4.260  -1.30
C -1.676 -4.269 2.145  -1.15
C 0.128 0.560 -4.038  -1.65

Values from the calculation:
2S+1	2
charge	+2
LUMO (spin up / spin down)	-7.20 / -8.37	eV
energy above the lowest of the compared OMol25 structures with the same formula, charge and spin	0.0	kJ/mol
expectation value of S²	0.763
orbital gap (spin up / spin down)	7.04 / 5.87	eV

[4]
C5H6O | wB97M-V/def2-TZVPD

Last column: Mulliken charge in e.
Cartesian coordinates (Å):
H 1.829 -0.824 -0.870  0.30
H -1.445 3.349 -0.147  0.38
H 0.023 -0.346 1.582  0.29
C -0.991 -0.258 -0.290  0.50
C -1.582 1.085 -0.326  -0.31
C 1.286 -1.187 0.013  -1.06
H 1.981 -1.507 0.785  0.33
H 0.720 -2.064 -0.284  0.30
C 0.291 -0.168 0.530  -0.40
C -1.556 2.289 -0.240  -0.09
H 0.653 0.862 0.488  0.30
O -1.373 -1.258 -0.853  -0.52

Values from the calculation:
SMILES	C#CC(=O)CC
LUMO	0.32	eV
energy above the lowest of the compared OMol25 structures with the same formula, charge and spin	197.5	kJ/mol
orbital gap	10.67	eV

[5]
C19H19NO3 | wB97M-V/def2-TZVPD

Last column: Mulliken charge in e.
Cartesian coordinates (Å):
H 1.691 -0.013 -1.081  0.41
C 1.945 -0.419 -2.054  -0.03
H -2.066 0.300 4.988  0.35
H 3.059 -1.813 -4.140  0.29
C -1.616 1.716 -1.344  -1.41
H -0.359 -1.412 -1.161  0.52
H 6.554 -3.089 -2.036  0.42
H -4.195 3.097 3.765  0.32
O -2.462 1.986 3.980  -0.41
O 5.964 -1.948 0.188  -0.54
C -0.098 0.646 -2.976  0.11
H -1.655 -0.512 2.825  0.57
C -1.632 -0.510 0.281  -0.45
N -3.111 0.585 1.826  0.06
C -2.791 0.646 4.249  -0.49
C -4.061 1.609 2.181  -1.09
O -0.451 1.347 -3.911  -0.62
C 5.618 -2.555 -2.068  -0.61
H -3.318 -1.105 3.070  0.27
H -2.870 3.393 2.608  0.32
H -3.796 0.578 4.691  0.31
H -4.908 1.114 2.671  0.35
C -0.852 0.607 -1.709  0.17
H 5.557 -1.442 0.902  0.29
H -1.673 -1.408 0.876  0.47
C 5.183 -1.891 -0.924  0.87
C 1.119 -0.181 -3.079  -0.52
H -1.605 2.580 -1.993  0.41
C -0.887 -0.513 -0.877  -0.75
C -2.365 0.622 0.674  1.52
H -4.441 2.108 1.293  0.42
C 3.647 -1.827 -3.237  -0.73
C 4.844 -2.517 -3.212  -0.52
C 3.197 -1.155 -2.099  0.60
C -3.418 2.619 3.149  -0.30
C 3.981 -1.201 -0.945  -0.67
H 3.646 -0.686 -0.053  0.27
H -2.883 2.634 0.078  0.26
C -2.343 1.736 -0.178  -0.26
H 5.182 -3.034 -4.098  0.38
H 1.365 -0.489 -4.086  0.33
C -2.693 -0.206 2.966  -0.90

Values from the calculation:
SMILES	O=C(/C=C/c1cccc(O)c1)c1ccc(N2CCOCC2)cc1
LUMO	-0.01	eV
energy above the lowest of the compared OMol25 structures with the same formula, charge and spin	217.8	kJ/mol
orbital gap	7.87	eV

[6]
CH3F2N4 | wB97M-V/def2-TZVPD

Last column: Mulliken charge in e.
Cartesian coordinates (Å):
F 2.294 0.740 -0.083  -0.21
H 3.127 -1.609 -0.501  0.42
C -0.765 -0.070 -0.151  0.05
H -0.751 -0.717 -0.939  0.40
N -2.929 0.979 0.177  -0.43
N 1.463 0.013 0.892  0.13
H -3.346 1.842 -0.260  0.36
N 0.306 -0.134 0.684  0.12
N -1.825 0.635 0.028  0.55
F 2.425 -1.678 0.151  -0.40

Values from the calculation:
charge	+1
LUMO	-6.76	eV
energy above the lowest of the compared OMol25 structures with the same formula, charge and spin	89.9	kJ/mol
orbital gap	8.46	eV